# C93H184N10O13

11 unconnected molecules or ions with the total composition C93H184N10O13 at a distorted geometry (the ωB97M-V functional and the def2-TZVPD basis, OMol25).

The HOMO-LUMO gap (spin up / spin down) is 0.294 / 0.327 Ha. The value obtained for the highest occupied orbital energy (spin up / spin down) is -7.78 / -9.15 eV. Its expectation value of S² is 30.05. Its multiplicity is 11.

Structure (XYZ):
```
300
Properties=species:S:1:pos:R:3:forces:R:3:lowdin_spin:R:1
C 0.98679 -3.76982 4.40216 -0.3156 0.6890 -1.6237 0.001
C 1.75785 -2.51000 4.77015 -0.1210 0.2571 0.1540 0.001
O 2.98717 -2.62032 4.04742 -0.0197 -0.2680 -0.2149 0.000
C 3.01631 -3.78191 3.34530 -0.8337 -0.0112 0.8327 0.000
O 3.88693 -4.11733 2.62462 0.5636 -0.1419 -0.4823 0.000
O 1.90778 -4.53203 3.61305 0.4223 0.2803 0.1376 0.000
H 0.12584 -3.56703 3.74866 0.1031 0.0480 0.3372 0.000
H 0.66523 -4.29748 5.26155 -0.1819 -0.7781 0.7242 0.000
H 1.93982 -2.51286 5.84638 0.2488 0.3155 -0.1291 0.000
H 1.27051 -1.57855 4.46184 -0.0102 -0.2485 0.2086 0.000
C -3.27847 -4.64444 0.38000 1.3334 -0.0764 -0.4921 0.019
C -4.76396 -4.33925 0.41910 0.6904 -1.8677 -0.7915 0.024
C -4.99353 -3.18384 -0.49839 -1.9049 -0.5615 -1.2240 0.001
C -5.07637 -3.65075 -1.95661 0.5586 -1.0315 0.4562 0.000
C -6.10805 -4.77906 -2.16625 -0.1854 1.7145 -0.5490 0.003
C -5.79779 -5.99234 -1.30112 -1.6402 0.8532 -0.6325 0.030
N -5.51518 -5.55856 0.02407 0.0357 -1.9289 3.0917 0.400
O -5.51548 -6.54644 0.94426 0.1837 2.4322 -2.1244 0.484
C -6.97377 -6.96789 -1.19931 0.8635 -0.1070 -1.0572 0.005
C -4.63010 -6.68929 -1.84927 0.9380 -0.1082 -1.3175 0.022
C -5.19293 -4.14669 1.80029 -0.2067 1.4362 1.3961 0.004
H -2.69301 -4.00955 1.06326 -0.3723 -0.0229 -0.0787 0.002
H -2.88362 -4.40475 -0.62917 0.0176 -0.4121 0.5479 0.000
H -3.06864 -5.68745 0.64496 -0.0864 0.1790 -0.0998 0.002
H -5.95417 -2.73479 -0.23880 0.0540 0.4603 0.0611 0.000
H -4.17260 -2.52611 -0.37741 0.6083 1.0653 0.2641 -0.001
H -4.10878 -4.08658 -2.23304 0.0625 0.1702 0.0267 0.000
H -5.20133 -2.86221 -2.67515 -0.3899 0.6171 -0.1014 0.000
H -6.06258 -4.94193 -3.25590 -0.1480 -0.7596 0.4152 0.000
H -7.11876 -4.37752 -1.99314 0.1467 -0.2148 0.2492 0.001
H -6.56368 -7.82318 -0.69399 -0.3829 -0.4330 0.4668 -0.001
H -7.81053 -6.53624 -0.68105 -0.3522 0.0654 0.2050 0.000
H -7.23635 -7.30344 -2.20595 -0.2506 0.2187 0.0161 0.000
H -3.76167 -6.03486 -1.99422 -0.2280 -0.1943 0.0045 0.001
H -4.36443 -7.45307 -1.15173 0.3217 -0.9195 0.0563 0.002
H -4.99210 -7.02596 -2.82580 0.6641 -0.5944 0.0439 0.002
H -4.91508 -3.11826 2.03301 -0.0327 0.0997 0.5480 0.000
H -4.65872 -4.84342 2.43123 -0.2179 -0.0033 0.4054 -0.001
H -6.27274 -4.26476 1.88482 0.0677 0.0443 0.2495 0.000
C 7.52900 -3.48729 1.12581 -0.1137 0.1458 0.9229 0.020
C 8.02232 -3.13028 -0.26019 1.3328 -0.4451 -0.2975 0.031
C 8.20961 -4.36084 -1.13421 0.7023 -0.8283 0.7350 0.001
C 6.97774 -5.01531 -1.70477 -0.5241 0.6995 0.2739 0.000
C 6.10551 -3.97331 -2.46540 1.7108 -1.5119 0.5738 0.001
C 5.83696 -2.75748 -1.60638 -0.7033 1.1470 0.0179 0.024
N 7.04161 -2.31503 -0.87848 -1.6651 4.3193 0.7266 0.389
O 6.85546 -1.12926 -0.25315 0.4016 -2.5502 -1.4762 0.492
C 5.33448 -1.51759 -2.41446 0.9430 -0.7972 -0.2407 0.004
C 4.76725 -3.04163 -0.56271 -0.6985 -1.1383 -0.7741 0.021
C 9.30136 -2.26761 -0.23658 -0.2626 -0.6795 1.0119 0.009
H 7.54189 -2.62161 1.79324 -0.0606 0.1249 -0.2660 0.002
H 8.07199 -4.26570 1.67066 0.1398 -0.1041 -0.5174 0.002
H 6.49608 -3.77460 1.00819 -0.1293 -0.3146 0.4993 0.000
H 8.89833 -4.12650 -1.95065 -0.0245 0.0205 0.0013 0.001
H 8.67463 -5.12796 -0.49878 0.3782 0.2506 -0.2250 0.000
H 6.39446 -5.54719 -0.96026 -0.1387 0.1178 0.4512 0.000
H 7.36485 -5.80101 -2.33299 -0.2375 -0.2438 -0.7176 0.000
H 5.22317 -4.53645 -2.74214 -0.4934 0.5784 -0.4616 -0.001
H 6.76870 -3.75724 -3.30046 -0.5301 0.5243 -0.5618 0.001
H 6.09361 -1.21521 -3.16544 -0.5132 -0.2803 0.1825 0.000
H 4.39600 -1.82886 -2.87337 0.0086 0.2747 -0.2214 0.000
H 5.21059 -0.66913 -1.74594 -0.2396 -0.1609 -0.0152 -0.001
H 4.59357 -2.14601 0.03149 -0.0761 -0.3661 0.2494 0.003
H 3.87322 -3.41262 -1.08092 -0.2203 0.7156 -0.0878 0.002
H 4.99985 -3.94979 -0.01708 0.2151 0.2957 0.6777 0.000
H 9.77390 -2.23681 -1.21870 0.0308 0.1248 0.1332 0.000
H 9.95730 -2.71398 0.52393 0.2144 0.1820 -0.3864 0.000
H 8.98188 -1.28398 0.11584 0.3989 -0.0962 -0.2020 -0.001
C 3.21137 7.02801 -5.56060 1.7345 0.0307 -0.1581 0.019
C 2.30046 5.96684 -6.12512 -1.4889 0.7726 0.1978 0.025
C 3.06370 4.70928 -6.41137 0.3270 -0.7571 -1.3301 0.001
C 3.69897 4.10524 -5.20047 0.3832 0.1978 2.1213 0.000
C 2.58652 3.74153 -4.14508 1.4499 -0.8909 -1.7930 0.001
C 1.65466 4.84085 -3.83885 -1.3360 2.0131 1.2092 0.025
N 1.35754 5.66334 -5.03668 -2.2690 2.3164 0.7776 0.398
O 0.51540 6.66807 -4.76698 1.5372 -2.0694 -0.5270 0.496
C 0.25145 4.39677 -3.37722 -0.2697 -0.5445 -0.4717 0.006
C 2.20116 5.74765 -2.71887 0.5828 -1.5301 0.4889 0.018
C 1.41820 6.56153 -7.25999 0.2197 -1.2401 0.5482 0.003
H 3.47258 6.65712 -4.57040 0.2506 0.6836 -0.1068 0.000
H 2.71941 8.00246 -5.48408 0.1986 -0.2285 -0.0461 0.003
H 4.18610 7.06914 -6.13458 -1.1096 0.2837 0.4041 0.002
H 2.46550 3.92133 -6.90996 0.0180 0.5938 0.1173 0.000
H 3.87744 4.98528 -7.07207 0.0778 -0.0234 -0.5624 0.000
H 4.50705 4.76297 -4.78549 -0.7964 -0.3011 -0.1219 0.000
H 4.23704 3.18380 -5.41916 -0.1348 -0.1146 -0.3015 0.000
H 3.04181 3.27790 -3.26789 -0.2533 0.1442 0.1053 0.000
H 2.02491 2.99135 -4.69149 -0.2792 -0.5769 0.1346 0.001
H 0.21217 3.82355 -2.44830 0.4191 -0.1812 -0.0930 0.000
H -0.42073 5.24146 -3.24331 0.3016 0.1911 0.0052 -0.001
H -0.18028 3.82245 -4.20457 -0.0792 -0.2545 0.2250 0.000
H 2.32098 5.04392 -1.88555 -0.5513 0.2676 0.4025 0.001
H 3.25610 5.97432 -2.86679 -0.1951 0.8143 -0.2238 0.000
H 1.51098 6.55851 -2.47613 0.5048 0.0325 -0.1322 0.003
H 2.07964 6.86215 -8.04979 0.1965 0.0174 -0.7078 0.000
H 0.87620 7.43567 -6.89784 0.1285 -0.2457 0.0102 -0.001
H 0.69718 5.77981 -7.57451 0.3960 0.5342 -0.1374 0.000
C 4.88230 1.67322 5.62267 -1.2162 1.9163 -0.3746 0.023
C 3.31255 1.89489 5.60046 0.1977 -2.7779 -2.0248 0.028
C 2.75902 0.76427 6.43510 -1.0403 -0.1211 0.0335 0.003
C 2.75775 1.13773 7.91165 0.8310 -1.1272 -0.1500 0.000
C 2.25921 2.53182 8.31243 0.3649 -0.8391 -0.7854 0.003
C 2.81451 3.62887 7.38759 0.1772 1.0189 2.6925 0.027
N 2.76801 3.13328 6.05404 1.2850 3.7259 -3.2064 0.351
O 2.96597 4.11545 5.13841 -0.6100 -1.7285 1.9238 0.525
C 1.98060 4.94393 7.47512 -0.5038 -1.7059 -1.2040 0.002
C 4.26211 4.05581 7.77867 -0.0080 -0.4689 -0.3518 0.024
C 2.84215 1.78886 4.12924 -0.5125 0.3116 -0.6670 0.003
H 5.12471 1.49366 6.65952 0.6351 -0.7585 -0.0279 0.001
H 5.32021 2.65664 5.38735 0.2063 -0.4813 -0.2998 0.002
H 5.14654 0.90936 4.85736 -0.0732 0.4506 0.9498 0.002
H 1.75121 0.42306 6.21585 -0.5799 0.6590 -0.6646 0.000
H 3.31326 -0.14546 6.18934 0.4067 0.1132 0.4941 0.000
H 3.78556 0.91610 8.21806 -0.1907 0.2953 0.7442 0.000
H 2.07146 0.42020 8.34701 0.2708 -0.2435 0.6624 0.000
H 2.58570 2.65692 9.34853 -0.4219 0.4133 -0.0952 0.000
H 1.16914 2.43714 8.22332 0.0878 0.6234 0.2377 0.001
H 1.93496 5.34128 8.46964 0.2467 0.2350 0.4679 0.000
H 2.33466 5.62756 6.70649 0.1126 0.1880 0.4888 -0.001
H 0.97475 4.63779 7.17496 -0.2430 0.3116 0.0894 0.000
H 4.32955 4.41791 8.82110 -0.1697 -0.2344 -0.5180 0.002
H 5.00296 3.25589 7.60439 -0.3284 0.4335 0.3195 0.000
H 4.47238 4.87198 7.08744 0.3968 0.0649 0.1548 0.003
H 2.83788 0.82498 3.60502 0.5395 -0.1964 0.7638 0.000
H 3.36418 2.50672 3.50139 0.3780 -0.1641 0.0110 -0.001
H 1.81445 2.13336 4.03075 -0.2673 -0.0539 0.3766 0.000
C -7.97980 2.49338 0.96457 1.6722 -0.6108 0.7090 0.019
C -6.56780 1.80350 1.16998 -0.2245 0.6102 0.8291 0.023
C -5.83437 1.78239 -0.15844 0.8089 0.0754 0.4490 0.000
C -5.21974 3.15412 -0.47065 0.4391 0.3282 0.0736 0.000
C -4.41673 3.75391 0.77081 0.4688 -0.0745 -2.1838 0.002
C -5.10308 3.80794 2.12248 0.2701 0.0013 -1.7853 0.026
N -5.76039 2.50101 2.22808 -2.1249 0.2003 2.9517 0.376
O -6.34118 2.36330 3.41227 1.1018 0.1658 -1.3129 0.523
C -4.09955 4.00698 3.19470 0.7102 -1.2646 1.5615 0.004
C -6.03857 5.01775 2.19248 -0.5547 0.2110 -0.7064 0.016
C -6.80056 0.43060 1.76069 -0.7915 -1.4608 -0.8139 0.002
H -8.48826 1.75669 0.36595 -0.6215 0.1951 -0.4470 0.002
H -7.82608 3.44790 0.47342 -0.4326 -0.0351 -0.2429 0.000
H -8.49421 2.62057 1.91897 0.1100 0.0256 -0.1026 0.003
H -5.04908 1.01890 -0.14633 -0.0148 -0.0287 0.1089 0.001
H -6.57150 1.47893 -0.89143 0.0158 -0.0113 -0.4563 0.000
H -6.04289 3.77058 -0.84527 0.2475 0.4429 0.2992 0.000
H -4.49108 3.09029 -1.32252 -0.6402 -0.0501 0.7172 0.000
H -4.06217 4.76776 0.52717 -0.1934 -0.2665 -0.0937 0.000
H -3.48920 3.14337 0.77558 -0.4291 0.1181 0.5188 0.001
H -4.60651 3.78249 4.14493 0.1604 0.3818 -0.0994 -0.001
H -3.26557 3.25743 3.16783 -0.3656 0.8632 -0.2844 0.000
H -3.78898 5.05399 3.18829 0.4026 -0.2794 0.0057 0.000
H -6.87119 4.82245 1.49342 0.2442 0.6253 0.4241 0.000
H -6.42734 5.21628 3.20062 0.0570 -0.3419 -0.2802 0.002
H -5.46912 5.92757 1.87525 -0.5235 -0.7611 0.1312 0.001
H -7.23504 0.47028 2.76611 0.1348 0.0086 -0.4698 -0.001
H -5.96659 -0.27985 1.74115 0.5098 0.6283 0.2695 0.000
H -7.48792 -0.09694 1.08333 -0.2890 0.1827 0.2145 -0.001
C 1.18209 -2.21143 0.48977 -0.7061 0.6210 -0.2380 0.003
C 0.81765 -0.82614 -0.16417 2.5587 -0.5891 1.0777 0.028
C 1.89503 -0.45921 -1.23635 -1.0257 0.6626 -1.0358 0.006
C 1.34542 0.66320 -2.13248 -0.6787 0.2193 -0.8419 0.000
C -0.09448 0.48116 -2.75403 1.5057 1.1187 0.1758 0.004
C -1.10281 0.07046 -1.70132 0.5914 -0.7575 -0.3637 0.020
N -0.48010 -0.92743 -0.76951 -2.4931 -1.0277 0.1879 0.398
O -1.34681 -1.71684 -0.18024 1.0742 0.9540 -0.5303 0.487
C -1.51515 1.29380 -0.91591 -0.9334 0.2970 0.7366 0.017
C -2.32467 -0.58116 -2.40040 1.7382 0.6925 0.5762 0.001
C 0.95561 0.24476 1.00477 -0.7077 -1.8070 -1.3724 0.028
H 0.45270 -2.45738 1.26832 0.1068 0.1212 -0.0632 -0.001
H 2.15743 -2.10671 0.94780 0.3213 -0.1182 -0.0461 0.000
H 1.17488 -3.04793 -0.21633 0.1607 0.3359 0.1371 0.000
H 2.81914 0.00031 -0.81446 -0.4912 -1.0613 0.0475 0.000
H 2.09184 -1.29085 -1.93986 0.2535 -0.0032 0.8145 0.000
H 2.04408 0.87871 -2.95871 -0.1462 -0.0989 0.3031 0.000
H 1.28708 1.58023 -1.54887 0.1183 0.2211 0.1077 0.000
H -0.10945 -0.11196 -3.68221 0.1017 -0.2382 0.5659 0.000
H -0.36510 1.51598 -3.04618 -0.0164 -0.5726 -0.2544 0.000
H -2.05972 1.96990 -1.58393 0.1367 0.0563 0.0975 0.002
H -2.22651 0.97558 -0.13935 0.1186 0.1354 -0.0047 0.001
H -0.70921 1.85190 -0.41438 -0.1751 -0.2879 -0.3883 0.000
H -2.65139 0.19586 -3.08379 -0.8219 0.0012 0.1017 0.000
H -1.95027 -1.38899 -3.01480 -0.0792 -0.4344 -0.0220 0.000
H -2.97125 -0.94390 -1.61890 -0.7380 0.0652 -0.2988 -0.001
H 0.10010 0.09523 1.67191 0.3017 0.3422 0.1208 0.001
H 0.98454 1.20767 0.53414 0.0504 0.7256 0.3449 0.001
H 1.90846 -0.03069 1.44827 -0.0678 0.4298 0.3933 0.002
C -1.26022 1.59432 -8.98462 1.5884 -1.0805 -0.3085 0.010
C -0.50727 0.62487 -8.00612 -0.9722 -0.0313 0.0066 0.025
C -0.80505 -0.84478 -8.29015 0.5823 -0.6324 -0.0168 0.000
C 0.35636 -1.75526 -7.90028 0.3767 -1.0203 0.4132 0.000
C 1.68608 -1.30826 -8.47274 0.1006 -0.5957 0.4978 0.000
C 2.09133 0.08883 -8.00084 -0.7638 -1.1267 -1.1425 0.026
N 0.91891 0.95710 -8.07819 -0.0686 3.3378 1.2363 0.402
O 1.14911 2.22166 -7.70150 -0.3074 -2.4950 -0.9235 0.488
C 2.60787 0.02471 -6.58952 0.0249 0.0943 1.0685 0.016
C 3.03275 0.66442 -9.03234 1.2429 0.4141 -0.7988 0.009
C -1.01437 0.85033 -6.60054 -0.3917 1.3852 1.6560 0.017
H -0.63262 1.57383 -9.90233 -0.5516 0.2349 0.3186 0.000
H -1.23819 2.60743 -8.57929 -0.3999 -0.1933 -0.1308 0.000
H -2.23287 1.17283 -9.24973 -0.0658 0.4009 0.3221 0.000
H -1.66999 -1.11760 -7.67013 0.0224 0.0040 -0.5391 0.000
H -1.01815 -1.05967 -9.34039 -0.1437 0.2863 -0.0371 0.000
H 0.16756 -2.77549 -8.27133 -0.1243 0.2737 0.0854 0.000
H 0.50312 -1.89416 -6.81918 -0.4197 0.3124 -0.0262 0.000
H 1.61553 -1.33825 -9.53959 -0.0334 0.1453 -0.8626 0.000
H 2.48069 -2.04156 -8.20656 -0.4215 0.5387 -0.0760 0.000
H 3.32498 -0.81726 -6.45872 -0.2043 0.8905 -0.0938 0.001
H 3.00107 1.01619 -6.37937 0.5987 -0.1155 0.3026 0.002
H 1.80712 -0.10509 -5.82617 0.2645 -0.1528 -0.6805 0.000
H 2.67535 0.47616 -10.05660 -0.1318 -0.1783 0.3732 0.001
H 3.07864 1.75948 -8.98116 0.2959 -0.3140 0.4152 0.000
H 4.04588 0.21879 -8.99125 -0.4262 0.2890 0.2220 0.001
H -2.10423 0.73128 -6.54244 0.1267 0.2708 -0.3147 0.001
H -0.73773 1.85308 -6.21258 -0.3292 -0.3344 -0.5018 0.002
H -0.66192 0.19738 -5.80487 0.5045 -0.5997 -0.3524 0.000
C 0.81660 -4.80584 -4.49529 -0.2316 -1.1390 -1.3578 0.009
C 0.31438 -5.26739 -3.08877 0.3222 1.1146 -0.8192 0.024
C -0.90492 -6.18735 -3.16078 1.4173 -1.7931 -0.9429 0.000
C -1.00530 -7.10573 -1.93232 -0.0208 0.7593 -0.1667 0.000
C 0.29942 -7.90581 -1.74096 -1.1063 -0.5368 0.4037 0.000
C 1.54784 -7.05168 -1.59015 0.1892 -2.2914 0.7470 0.029
N 1.46982 -5.92905 -2.46223 3.6248 2.7658 -0.1841 0.388
O 2.58331 -5.15810 -2.35236 -2.8565 -1.4116 -0.6929 0.492
C 1.56998 -6.56786 -0.17585 -0.2733 1.1014 0.8999 0.021
C 2.88166 -7.86249 -1.87577 -2.2146 0.6588 0.1032 0.012
C -0.17691 -4.10651 -2.23110 1.5946 0.2531 0.3384 0.018
H 1.86377 -4.47717 -4.72527 -0.9700 0.2620 1.3247 0.000
H 0.08345 -4.13088 -4.94216 0.1461 0.3280 0.1542 0.000
H 0.78003 -5.67750 -5.18247 -0.2372 0.0440 0.4241 0.000
H -1.79630 -5.64065 -3.47800 0.0496 -0.0050 0.4248 0.000
H -0.69735 -6.93461 -3.95072 -0.2026 0.4127 -0.1926 0.000
H -1.79303 -7.80294 -2.17373 -0.3751 -0.3066 0.3081 0.000
H -1.29761 -6.55087 -1.03430 0.0576 -0.1630 -0.0075 0.000
H 0.35336 -8.60451 -2.58141 0.2698 -0.0119 0.0154 0.000
H 0.15679 -8.49908 -0.80387 0.3297 0.2124 -0.8095 0.000
H 2.37419 -5.84215 -0.03312 -0.0015 -0.2193 0.1880 0.002
H 0.62777 -6.04905 -0.00317 -0.0603 0.2592 0.2754 0.000
H 1.59469 -7.36378 0.56293 0.3418 -0.1882 -0.0776 0.002
H 2.71835 -8.25039 -2.86811 0.7077 -0.0994 -0.5652 0.000
H 3.65345 -7.12965 -1.75862 0.7247 0.0015 -0.3301 0.000
H 3.01216 -8.70012 -1.19699 -0.1596 0.0598 0.2316 0.000
H -0.46888 -4.57419 -1.29522 -0.5898 0.6644 0.2135 0.000
H -0.89113 -3.46897 -2.71757 -1.0391 -0.3464 -0.1861 0.001
H 0.59598 -3.37276 -2.02062 0.5056 -0.2941 0.1049 0.001
C -1.38304 6.53313 4.82124 -0.0378 -0.0310 0.6431 0.002
C -0.30668 6.19739 3.85116 0.7958 -1.0908 -0.6241 0.030
C -0.08356 4.70380 3.74207 2.4736 -1.0921 -0.9114 0.008
C 0.65099 4.17025 2.41790 0.4999 0.8233 2.4633 0.001
C 0.01685 4.71957 1.18297 -0.6213 -0.9085 0.3192 0.003
C -0.27578 6.21216 1.22772 0.3396 0.2372 0.2553 0.020
N -0.77148 6.60892 2.56855 -3.2463 2.7019 -1.9342 0.405
O -1.54057 7.69340 2.51411 1.4784 -1.6713 0.5473 0.479
C 0.92708 7.12063 1.03524 0.1231 -0.2296 -1.4233 0.020
C -1.34952 6.54176 0.19459 0.8123 0.0559 -0.3969 0.001
C 0.96649 6.94188 4.24474 0.3676 0.0722 0.5146 0.023
H -1.49416 7.60764 4.71445 -0.6740 -0.0563 0.5020 -0.001
H -1.07263 6.24836 5.82077 0.1295 0.0943 0.2622 0.000
H -2.27393 5.95646 4.59118 -0.2897 0.3389 -0.0775 0.000
H 0.67169 4.45164 4.49958 -0.6937 -0.3024 0.3022 0.001
H -0.95228 4.07316 3.79551 -0.8043 0.2007 0.5466 0.000
H 0.54910 3.08760 2.51415 0.0481 -0.0119 -0.4323 0.000
H 1.72198 4.37226 2.57771 -0.1768 0.1299 -0.5044 0.000
H -0.95641 4.18559 1.20535 0.1425 0.3743 -0.6248 0.001
H 0.57548 4.39627 0.29740 -0.2108 0.3654 -0.1339 0.000
H 1.27545 7.03183 -0.00622 0.1445 0.0330 0.3406 0.003
H 0.59619 8.13937 1.18858 0.0090 0.2770 0.0603 0.002
H 1.72511 6.89743 1.71734 0.4045 -0.1262 0.0867 0.001
H -1.76752 7.52235 0.41670 -0.0742 -0.2464 -0.3214 -0.001
H -0.87920 6.52478 -0.80748 -0.2465 0.0493 0.4023 0.000
H -2.08446 5.75307 0.22405 -0.5730 -0.0187 -0.0406 0.000
H 1.23030 6.56247 5.22636 0.1349 0.0668 0.2203 0.002
H 0.73490 8.00915 4.36122 0.2188 -0.1874 -0.2835 0.001
H 1.85631 6.78048 3.61824 -0.5478 0.0786 0.1197 0.000
C -2.99833 -2.64391 7.92456 -1.0576 0.5927 -0.6482 0.006
C -3.31772 -2.27932 6.45928 1.2637 1.0188 -0.2552 0.022
C -4.76972 -1.89020 6.21201 -0.9427 -1.2023 -1.7912 0.000
C -4.92644 -1.17210 4.79284 1.0498 0.1320 2.4022 0.000
C -4.08199 0.13829 4.97781 -3.3162 0.5777 -0.5113 0.000
C -2.61282 -0.05845 5.17010 0.7336 0.8572 1.3358 0.029
N -2.41750 -1.10967 6.14714 4.6388 -2.8359 1.2111 0.410
O -1.06198 -1.48589 6.29425 -4.3822 1.4573 -0.4542 0.481
C -1.92929 -0.44100 3.89261 -0.4453 1.1820 -2.0227 0.016
C -1.85026 1.16366 5.82359 -0.1520 0.3430 -1.0811 0.014
C -2.96904 -3.40560 5.47439 -0.1065 -0.1601 -0.4878 0.017
H -1.91485 -2.71598 8.10960 -0.6411 -0.4622 -0.2179 -0.001
H -3.62155 -3.54109 8.09511 0.6739 0.2500 0.5803 0.000
H -3.37585 -1.77972 8.50465 0.0886 -0.6349 0.1012 0.000
H -5.34154 -2.84063 6.21209 0.3097 0.1964 -0.2305 0.000
H -5.33104 -1.34960 6.96845 0.6594 0.6863 0.2800 0.000
H -6.00660 -0.99947 4.67707 0.5434 0.2760 -0.4108 0.000
H -4.49841 -1.75202 3.97771 -0.3958 -0.2777 -0.0134 0.000
H -4.57289 0.59687 5.85171 0.5615 0.1539 -0.0038 0.001
H -4.40284 0.80848 4.14216 0.9923 -0.2116 0.4709 0.000
H -2.08518 -1.47592 3.60616 0.7495 -0.2270 0.2891 0.000
H -2.44946 0.07383 3.06377 0.0477 0.1256 0.2362 0.001
H -0.92448 -0.00994 3.83505 0.1595 -0.9165 0.1868 0.001
H -2.21558 1.51159 6.80240 -0.5303 -0.1313 -0.5768 0.000
H -0.82988 0.83687 6.04467 -0.0850 -0.0034 -0.4016 0.000
H -1.81820 1.99132 5.06406 -0.0573 -0.5032 0.8611 0.001
H -2.99802 -3.09892 4.41447 -0.5382 -0.0455 0.5085 0.000
H -3.69408 -4.19805 5.65466 0.0751 -0.2234 -0.2696 0.001
H -1.96737 -3.80745 5.54106 0.2733 0.0165 0.7255 0.003
```
Forces are in eV/Å.